A structure of composition C24H31AlN7O3S in a non-equilibrium geometry, computed with ωB97M-V/def2-TZVPD.

## Properties
net charge = +1
max |F| = 3.12 eV Å⁻¹
M = 524.61 u
frontier orbital gap = 0.231 hartree
LUMO energy = -3.54 eV
relative energy (zero: lowest compared OMol25 entry of this formula, charge and spin) = 7.5 kJ/mol

Structure (XYZ):
```
67
Properties=species:S:1:pos:R:3:forces:R:3:lowdin_charge:R:1
Al 0.279 0.818 0.949 -0.457 1.807 -0.420 -0.07
C 3.061 3.600 2.100 -0.307 -0.499 0.143 -0.01
C 2.104 2.930 1.148 -1.041 -0.290 0.176 -0.38
O 1.084 2.308 1.715 0.692 -0.087 -0.222 -0.02
C 2.285 3.030 -0.212 2.217 0.501 0.527 -0.02
C 1.373 2.639 -1.209 -1.768 -1.126 -0.214 -0.25
C 1.365 3.269 -2.586 -0.695 -0.216 0.081 -0.01
N 0.409 1.799 -0.822 2.575 0.886 1.085 0.00
N -0.767 1.788 -1.475 -2.446 -0.541 0.247 0.09
C -1.744 1.537 -0.595 1.178 0.533 -1.732 -0.36
O -1.499 1.299 0.663 -0.092 -0.307 -0.235 -0.03
C -3.127 1.448 -1.139 0.282 -0.439 0.581 -0.15
C -3.366 1.726 -2.489 -0.961 -0.673 -0.005 -0.02
C -4.602 1.335 -3.043 0.507 0.592 -0.336 -0.07
C -5.593 0.767 -2.245 0.974 0.036 0.769 -0.08
C -5.327 0.482 -0.886 0.470 0.824 -0.505 -0.06
C -4.102 0.858 -0.314 -0.369 -0.265 -0.912 -0.02
H 3.621 2.812 2.626 0.038 0.209 -0.126 0.09
H 2.506 4.133 2.878 0.029 0.025 -0.242 0.10
H 3.742 4.264 1.577 0.070 0.025 0.109 0.08
H 3.221 3.568 -0.462 -0.870 -0.306 -0.286 0.12
H 1.717 2.600 -3.382 -0.060 -0.078 0.396 0.08
H 1.986 4.145 -2.608 0.297 0.421 0.078 0.07
H 0.334 3.552 -2.854 0.394 -0.099 0.143 0.09
H -2.589 2.187 -3.091 -0.119 -0.155 0.094 0.11
H -4.788 1.482 -4.131 0.105 0.033 0.993 0.12
H -6.548 0.588 -2.696 -0.371 -0.400 0.026 0.10
H -6.064 -0.002 -0.272 -0.302 -0.054 0.102 0.10
H -3.866 0.641 0.733 -0.114 0.067 -0.493 0.11
N 3.449 -1.485 2.559 0.137 -0.657 1.838 0.06
C 3.032 -0.759 1.540 -0.186 0.163 -0.477 -0.09
N 1.847 -0.269 1.816 -0.200 0.344 0.163 0.13
C 1.560 -0.700 3.076 2.758 -1.311 -0.631 -0.26
N 2.520 -1.474 3.615 0.002 0.957 -2.145 0.18
C 0.338 -0.279 3.656 -1.298 0.265 1.278 -0.16
C 0.018 -0.531 4.991 -0.599 -0.400 -0.299 -0.03
N -1.138 -0.150 5.502 -0.074 0.247 -0.205 0.12
C -1.932 0.606 4.727 0.684 0.010 1.238 -0.06
C -1.572 0.952 3.446 -0.312 -0.062 -1.481 -0.01
N -0.477 0.420 2.862 0.126 0.146 0.895 0.15
H 4.362 -1.959 2.663 -1.025 0.431 0.051 0.19
H 3.573 -0.598 0.617 0.007 -0.085 0.164 0.16
H 0.641 -1.149 5.614 0.379 0.016 0.093 0.13
H -2.795 0.988 5.261 -0.190 0.046 -0.551 0.12
H -2.186 1.597 2.806 0.313 -0.361 0.304 0.14
C 1.605 -5.087 0.192 0.148 -0.961 0.407 -0.10
C 1.027 -3.911 -0.535 -0.333 0.381 -1.384 -0.32
C -0.287 -3.413 0.016 0.352 0.305 0.603 -0.33
S -0.830 -1.786 -0.571 0.181 0.299 -0.827 1.11
O 0.228 -0.817 0.013 -0.423 -0.963 -0.296 -0.44
C -0.454 -1.889 -2.415 0.250 -1.118 0.544 -0.27
C 0.956 -1.473 -2.856 0.197 0.061 0.666 -0.28
C 0.882 -0.207 -3.720 0.680 0.172 0.153 -0.10
H 2.446 -5.476 -0.398 -0.188 -0.072 0.260 0.09
H 0.886 -5.919 0.366 0.426 0.555 -0.171 0.10
H 2.007 -4.767 1.167 -0.209 -0.207 -0.236 0.08
H 0.888 -4.089 -1.630 0.161 -0.235 0.822 0.12
H 1.753 -3.124 -0.488 0.445 0.668 0.034 0.09
H -0.231 -3.275 1.112 -0.133 -0.041 -0.366 0.11
H -1.065 -4.136 -0.195 -0.491 0.043 -0.043 0.10
H -1.185 -1.244 -2.881 -0.392 0.099 0.062 0.08
H -0.643 -2.954 -2.702 -0.217 0.880 0.385 0.11
H 1.443 -2.325 -3.352 -0.245 0.301 -0.171 0.11
H 1.601 -1.304 -1.962 -0.491 0.209 -0.539 0.10
H 0.309 -0.317 -4.646 0.125 -0.328 0.134 0.09
H 1.910 0.088 -3.981 -0.365 0.051 -0.074 0.08
H 0.412 0.615 -3.166 0.141 -0.273 -0.025 0.04
```
Positions in Å, forces in eV/Å.